[1]
{
  "formula": "C3H4B7Ca3F28O3",
  "method": "ωB97M-V/def2-TZVPD",
  "elements": ["Ca", "Ca", "Ca", "B", "F", "F", "F", "F", "B", "F", "F", "F", "F", "B", "F", "F", "F", "F", "B", "F", "F", "F", "F", "B", "F", "F", "F", "F", "B", "F", "F", "F", "F", "B", "F", "F", "F", "F", "C", "C", "O", "C", "O", "O", "H", "H", "H", "H"],
  "xyz": [[-0.7763, 3.2558, -0.4279], [-2.8102, -1.0909, 1.5092], [1.7235, -0.5979, -2.8962], [-2.1166, -2.9564, 3.0968], [-1.2168, -2.8054, 2.0267], [-1.7389, -4.0250, 3.8660], [-2.0543, -1.7371, 3.7871], [-3.4291, -3.0203, 2.5528], [2.7926, 2.4865, -1.6786], [3.2542, 3.5670, -2.3981], [1.4911, 2.6775, -1.1588], [2.7184, 1.3071, -2.5002], [3.6837, 2.1935, -0.6436], [-2.0394, 3.0394, -3.1809], [-2.6768, 2.9930, -1.9113], [-0.7711, 3.4743, -2.8142], [-2.0220, 1.7836, -3.8208], [-2.7352, 3.8859, -4.0352], [-0.5797, -2.2473, -2.4367], [0.6966, -2.4983, -1.9102], [-0.6403, -0.9027, -2.8985], [-0.8623, -3.0542, -3.5533], [-1.6359, -2.3971, -1.5383], [-3.0318, 1.7776, 1.8209], [-3.8878, 2.3683, 2.7010], [-2.1956, 0.8565, 2.5146], [-3.6739, 0.9742, 0.8340], [-2.1626, 2.6577, 1.1474], [1.0912, 5.3036, 0.2185], [0.7814, 4.1266, 0.9553], [2.4706, 5.3949, 0.1393], [0.4782, 5.1403, -1.0283], [0.5105, 6.4189, 0.8238], [-0.1694, 0.3439, 0.0092], [0.3075, 1.2546, 0.9720], [-0.8221, -0.7164, 0.7206], [-1.0497, 1.0206, -0.7822], [0.9784, -0.1301, -0.6334], [2.1451, -2.9886, 1.3081], [1.4399, -4.2402, 0.7148], [2.4003, -5.2984, 0.8874], [3.2850, -4.9145, 1.8138], [4.0696, -5.5770, 2.4078], [3.1931, -3.5752, 2.0511], [1.3835, -2.4698, 1.8864], [2.4172, -2.3743, 0.4451], [1.1602, -4.0973, -0.3208], [0.6261, -4.5872, 1.3576]],
  "atomic_forces_ev_per_a": [[0.9, 0.5, -1.0], [0.2, 0.5, -0.2], [-1.1, 0.8, 1.3], [1.6, -1.3, 1.8], [-0.3, -0.1, -0.8], [-0.6, 0.2, -0.2], [-0.5, 0.4, -0.1], [-0.5, -0.2, -0.3], [1.1, 2.2, 2.1], [-0.5, -0.8, -0.3], [-0.1, -0.4, -0.5], [-0.2, -1.5, -1.4], [-0.5, -0.3, -0.5], [-1.3, -0.5, -1.5], [-0.6, -0.3, 0.8], [1.2, 0.2, -0.3], [0.5, 0.1, 0.7], [0.4, 0.4, 0.4], [-3.7, -1.0, -1.1], [0.9, 0.2, -0.1], [1.6, 0.6, -0.2], [1.0, 0.1, 0.5], [0.8, 0.0, 0.6], [0.4, 0.4, 0.7], [0.1, 0.0, -0.6], [-0.1, -0.3, 0.2], [-0.5, -0.4, -0.1], [-0.8, 0.3, 0.5], [1.4, 1.3, 0.7], [-0.6, -0.4, 0.6], [-0.5, 0.1, -0.2], [-0.6, -0.2, -0.8], [0.0, -0.2, 0.1], [1.2, 0.9, 2.6], [-0.4, -0.2, -0.3], [0.5, 0.2, -1.0], [-0.6, -0.6, -1.1], [0.2, -0.8, -1.3], [-1.6, -1.3, -1.2], [-0.1, -0.2, 1.1], [0.5, 0.0, -0.4], [0.2, 0.8, 0.5], [0.0, -0.6, -0.3], [0.0, 0.7, 0.0], [0.6, 0.3, 0.5], [0.8, 0.2, 0.5], [-0.1, -0.4, 0.0], [-0.4, 0.6, -0.5]],
  "lowdin_charge": [1.72, 1.77, 1.81, -1.30, 0.07, 0.19, 0.11, 0.03, -1.21, 0.17, 0.07, -0.07, 0.14, -1.25, 0.04, 0.08, 0.11, 0.13, -1.26, 0.05, 0.04, 0.12, 0.15, -1.21, 0.20, 0.04, 0.04, 0.03, -1.27, 0.02, 0.16, 0.06, 0.13, -1.27, 0.14, 0.00, 0.12, 0.09, -0.11, -0.09, 0.06, -0.58, 0.16, 0.07, 0.13, 0.11, 0.11, 0.13],
  "charge": -1,
  "homo_ev": -9.55,
  "orbital_gap_ev": 8.973,
  "multiplicity": 1
}


[2]
{
  "formula": "C3H4Br2",
  "method": "ωB97M-V/def2-TZVPD",
  "elements": ["C", "C", "C", "Br", "Br", "H", "H", "H", "H"],
  "xyz": [[-0.8930, -1.3970, -0.3452], [-1.0103, -0.2267, -0.8891], [1.1105, 1.1600, 0.3946], [-1.4968, 0.8270, -2.1707], [1.3006, -0.0365, 1.7737], [-1.5314, -2.2404, -0.1826], [-0.2912, -1.3416, 0.6632], [2.0773, 1.1805, -0.0729], [0.7343, 2.0747, 0.8289]],
  "atomic_forces_ev_per_a": [[0.4, 1.0, 3.2], [2.1, -1.2, 1.8], [-0.2, 0.0, 0.3], [-1.0, 1.3, -1.9], [0.0, -0.9, 1.1], [-0.6, -0.5, -1.2], [-0.4, -0.1, -1.8], [-0.1, 0.3, -0.9], [-0.3, 0.2, -0.6]],
  "lowdin_charge": [-0.14, -0.79, -0.53, 0.82, 0.67, 0.05, -0.03, -0.03, -0.02],
  "e_above_lowest_kj_mol": 448.98,
  "charge": 0,
  "homo_ev": [-7.97, -8.58],
  "orbital_gap_ev": [7.602, 8.583],
  "multiplicity": 1
}


[3]
{
  "formula": "C3H4Br2Cl2O",
  "method": "ωB97M-V/def2-TZVPD",
  "elements": ["C", "C", "C", "O", "Cl", "Cl", "Br", "Br", "H", "H", "H", "H"],
  "xyz": [[0.9738, 0.2606, 0.3620], [-0.4142, 0.2151, -0.2927], [1.8312, -0.8579, -0.0776], [-1.2603, 1.0966, 0.2701], [-1.3250, -1.3961, 0.0825], [1.9761, -0.7282, -1.9008], [1.7160, 1.9756, -0.2356], [3.6445, -0.8553, 0.5921], [0.8640, 0.3846, 1.5107], [-0.3910, 0.3290, -1.3296], [1.2983, -1.8065, -0.0477], [-2.3093, 1.1262, 0.1178]],
  "atomic_forces_ev_per_a": [[-1.1, 1.6, 1.9], [-2.0, -1.3, 1.6], [0.6, -0.5, -2.1], [-2.9, 2.8, 1.3], [1.0, -0.3, -0.5], [0.1, -0.3, 0.1], [0.0, 0.1, 0.3], [-0.6, -0.2, 0.4], [0.2, -0.6, -2.0], [0.3, -0.4, -1.7], [0.5, -0.1, 0.9], [4.0, -0.9, -0.2]],
  "lowdin_charge": [-0.80, -0.80, -1.13, -0.16, 0.56, 0.52, 0.72, 0.67, 0.15, 0.06, 0.03, 0.19],
  "e_above_lowest_kj_mol": 30.63,
  "charge": 0,
  "homo_ev": -10.44,
  "orbital_gap_ev": 10.666,
  "smiles": "O[C@H](Cl)[C@H](Br)[C@@H](Cl)Br",
  "multiplicity": 1
}


[4]
{
  "formula": "C3H4Br2ClF",
  "method": "ωB97M-V/def2-TZVPD",
  "elements": ["C", "C", "C", "F", "Cl", "Br", "Br", "H", "H", "H", "H"],
  "xyz": [[-1.3274, -0.1220, 0.7548], [0.6804, -1.1975, -0.1756], [-0.4820, -0.3186, -0.2068], [-0.5170, 0.4377, -1.3207], [0.9706, -2.0982, -1.7578], [2.2447, -0.1847, 0.5182], [0.5287, 3.1156, 0.0119], [-1.2118, -0.7521, 1.6924], [0.3862, 2.1791, -0.8725], [-1.8751, 0.7640, 0.6727], [0.6028, -1.8232, 0.6835]],
  "atomic_forces_ev_per_a": [[0.7, -1.5, 2.2], [1.1, -0.5, -0.4], [0.8, 0.0, -1.4], [-0.2, 0.1, -0.3], [-0.1, 0.8, 1.7], [-0.1, -0.1, -0.8], [0.5, 3.5, 3.1], [-0.5, 1.1, -1.3], [-0.4, -3.1, -3.0], [-1.4, 0.9, 0.3], [-0.3, -1.2, -0.1]],
  "lowdin_charge": [0.09, -0.95, -0.58, -0.02, 0.55, 0.64, 0.46, 0.12, -0.41, 0.06, 0.03],
  "e_above_lowest_kj_mol": 59.88,
  "charge": 0,
  "homo_ev": -10.40,
  "orbital_gap_ev": 10.467,
  "smiles": "C=C(F)[C@@H](Cl)Br.Br",
  "multiplicity": 1
}


[5]
{
  "formula": "C3H4Br4",
  "method": "ωB97M-V/def2-TZVPD",
  "elements": ["C", "C", "C", "Br", "Br", "Br", "Br", "H", "H", "H", "H"],
  "xyz": [[-0.9738, -0.0567, -0.4007], [-0.0104, -0.3652, 0.6991], [1.3731, 0.0567, 0.3858], [-2.8663, -0.4431, -0.1896], [0.0163, -2.4144, 0.6193], [1.5482, 2.0419, 0.1309], [2.0439, -0.7735, -1.2715], [-0.5367, -0.5159, -1.3214], [-1.0892, 1.1247, -0.4444], [-0.3953, -0.0437, 1.6840], [2.1541, -0.1528, 1.2562]],
  "atomic_forces_ev_per_a": [[-0.2, 3.3, -1.1], [-1.6, -1.8, 0.3], [3.1, 0.6, 1.1], [0.4, -0.6, 0.2], [-0.1, 0.7, 1.0], [-0.3, -0.8, 0.3], [0.3, 0.4, 0.4], [-1.0, 0.7, 0.5], [0.8, -2.4, -0.4], [0.5, -0.3, -0.4], [-1.9, 0.2, -2.1]],
  "lowdin_charge": [-0.80, -0.83, -1.11, 0.62, 0.60, 0.60, 0.61, 0.02, 0.07, 0.11, 0.10],
  "e_above_lowest_kj_mol": 0.00,
  "charge": 0,
  "homo_ev": -9.97,
  "orbital_gap_ev": 9.786,
  "multiplicity": 1
}


[6]
{
  "formula": "C3H4BrFO",
  "method": "ωB97M-V/def2-TZVPD",
  "elements": ["C", "C", "C", "O", "F", "Br", "H", "H", "H", "H"],
  "xyz": [[-0.3303, 1.7002, -0.0940], [0.9884, -0.9487, 0.2246], [-0.7391, 0.6206, 0.7162], [0.7284, 2.3006, 0.1221], [-1.8464, 0.0601, 0.2327], [2.4188, 0.2445, -0.3220], [-0.9351, 1.9581, -1.0034], [0.9492, -1.3634, 1.2502], [0.7557, -1.4157, -0.7555], [-0.7928, 0.3839, 1.7220]],
  "atomic_forces_ev_per_a": [[2.1, 2.0, -0.1], [-0.7, 3.0, -0.8], [0.6, -2.8, -2.1], [-1.3, -0.1, -0.1], [-1.6, -0.7, -0.9], [-0.4, -1.3, 0.9], [0.1, -0.6, 0.6], [0.5, 0.0, -1.1], [-0.5, -0.2, 1.5], [1.1, 0.7, 2.1]],
  "lowdin_charge": [-0.32, -0.39, -0.15, -0.12, -0.01, 0.70, 0.15, 0.03, 0.01, 0.11],
  "e_above_lowest_kj_mol": 384.44,
  "charge": 0,
  "homo_ev": [-9.02, -9.02],
  "orbital_gap_ev": [8.311, 8.306],
  "multiplicity": 1
}


What is the formula in the sixth record?
C3H4BrFO


What is the formula in the fifth record?
C3H4Br4